(i)
C4H6N as an isolated structure, computed with wB97M-V/def2-TZVPD.

Element x y z (Å)
C -0.974 -0.865 -0.258
C 0.441 -0.443 -0.177
C 1.679 -0.547 0.133
C -0.111 0.919 0.004
N -1.443 0.241 0.140
H -1.567 -1.824 -0.351
H 2.356 0.279 0.003
H 2.133 -1.489 0.152
H 0.220 1.482 0.879
H -0.328 1.661 -0.728
H -2.406 0.586 0.204

Net charge: +1
HOMO-LUMO gap, eV: 10.176
2S+1: 1

---

(ii)
An isolated ion of composition C4H6N and charge +1, computed with wB97M-V/def2-TZVPD.

Element x y z (Å)
C -1.117 -0.810 0.147
C -1.137 0.601 0.691
C -1.024 0.359 -0.837
C 0.098 0.038 0.010
N 1.571 0.037 -0.046
H -1.365 -1.859 0.381
H -1.607 0.994 1.615
H -1.394 0.561 -1.852
H 2.070 0.934 -0.425
H 2.073 -0.657 -0.635
H 1.834 -0.198 0.951

Net charge: +1
HOMO-LUMO gap, eV: 9.414
2S+1: 1

---

Looking at the structures above, which would you pick as the most stable? I would pick (i).